A 2-piece molecular cluster, C47H57OSi4 overall. Source: OMol25; level of theory: ωB97M-V/def2-TZVPD.

Charge = +1
Max |F| = 1.79 eV Å⁻¹
E_tot = -3058.23514 Ha
Kohn-Sham gap = 0.1960 hartree
HOMO energy = -10.5840 eV
Energy relative to the best compared isomer or geometry (same formula, charge and spin) = 0.0 kJ/mol

Each line ends with the Mulliken charge.
CARTESIAN COORDINATES (ANGSTROEM)
C  -5.07  4.99  -2.77  -1.511
C  -4.40  3.99  -1.88  1.136
C  -4.44  2.62  -2.21  -0.977
C  -3.78  1.68  -1.43  -0.340
C  -3.20  2.07  -0.19  0.824
C  -2.62  1.10  0.70  -0.534
C  -2.99  1.07  2.06  0.571
C  -4.16  1.76  2.52  -0.811
C  -4.57  1.73  3.84  -0.670
C  -3.75  1.07  4.77  0.968
O  -3.95  1.14  6.13  -0.392
C  -5.24  1.30  6.69  0.399
C  -5.69  0.24  7.47  -0.445
C  -6.93  0.34  8.10  -0.454
C  -7.66  1.52  8.02  -0.495
C  -7.17  2.60  7.28  -0.518
C  -5.96  2.50  6.59  -0.307
C  -2.63  0.34  4.36  -0.877
C  -2.25  0.35  3.04  -0.416
C  -3.20  3.46  0.16  -0.274
C  -3.77  4.39  -0.70  -0.939
H  -5.44  5.85  -2.21  0.396
H  -4.37  5.33  -3.55  0.290
H  -5.93  4.55  -3.28  0.394
H  -4.98  2.31  -3.10  0.415
H  -3.73  0.63  -1.72  0.413
H  -1.96  0.34  0.30  0.393
H  -4.73  2.37  1.83  0.426
H  -5.49  2.22  4.14  0.576
H  -5.07  -0.65  7.55  0.400
H  -7.29  -0.51  8.68  0.376
H  -8.63  1.59  8.53  0.377
H  -7.72  3.55  7.24  0.374
H  -5.55  3.33  6.02  0.523
H  -2.07  -0.21  5.12  0.446
H  -1.32  -0.16  2.73  0.338
H  -2.72  3.79  1.09  0.487
H  -3.73  5.45  -0.45  0.418
C  -1.19  -1.31  -2.45  -0.930
Si  0.26  -2.13  -3.29  -0.425
C  -0.08  -3.95  -3.61  -1.209
C  0.46  -1.27  -4.97  0.744
C  1.74  -1.18  -5.53  -0.206
C  1.93  -0.53  -6.76  -0.708
C  0.84  0.00  -7.45  -0.505
C  -0.44  -0.09  -6.90  -0.598
C  -0.63  -0.72  -5.66  -0.302
C  1.90  -1.96  -2.39  -0.239
Si  1.93  -1.57  -0.56  -0.424
H  0.55  -0.99  -0.08  -0.271
C  2.58  -3.07  0.42  -0.399
Si  4.32  -3.77  0.06  0.308
C  4.24  -5.62  -0.22  -1.218
C  5.11  -2.96  -1.44  -1.166
C  5.50  -3.49  1.53  0.786
C  6.87  -3.24  1.30  -0.300
C  7.77  -3.16  2.36  -0.610
C  7.32  -3.32  3.68  -0.421
C  5.96  -3.52  3.93  -0.616
C  5.05  -3.61  2.86  -0.432
C  3.31  -0.28  -0.36  -0.402
Si  2.63  1.41  0.06  -0.479
C  1.73  1.38  1.70  -0.726
C  4.04  2.63  0.11  -1.156
C  1.44  1.96  -1.32  0.490
C  0.13  2.35  -1.02  0.379
C  -0.71  2.83  -2.03  -0.409
C  -0.31  2.77  -3.37  -0.734
C  0.97  2.31  -3.68  -0.533
C  1.86  1.98  -2.66  -0.509
H  -1.34  -1.78  -1.47  0.491
H  -1.03  -0.23  -2.31  0.121
H  -2.12  -1.45  -3.03  0.458
H  -0.09  -4.50  -2.66  0.361
H  -1.07  -4.08  -4.09  0.329
H  0.67  -4.40  -4.28  0.348
H  2.59  -1.60  -5.00  0.369
H  2.94  -0.45  -7.16  0.394
H  0.99  0.47  -8.42  0.380
H  -1.30  0.33  -7.43  0.379
H  -1.64  -0.78  -5.24  0.252
H  2.46  -2.90  -2.55  0.405
H  2.51  -1.19  -2.91  0.290
H  2.53  -2.81  1.50  0.188
H  1.85  -3.89  0.28  0.422
H  3.61  -5.86  -1.08  0.357
H  5.25  -6.04  -0.41  0.335
H  3.83  -6.13  0.66  0.331
H  4.50  -3.06  -2.34  0.349
H  5.30  -1.89  -1.29  0.363
H  6.08  -3.43  -1.65  0.493
H  7.24  -3.10  0.28  0.245
H  8.83  -2.96  2.17  0.369
H  8.03  -3.26  4.51  0.364
H  5.59  -3.61  4.96  0.363
H  3.99  -3.77  3.07  0.281
H  3.99  -0.62  0.44  0.534
H  3.92  -0.24  -1.28  0.320
H  2.48  1.19  2.48  0.441
H  1.24  2.34  1.93  0.378
H  0.97  0.60  1.76  -0.096
H  4.76  2.30  0.88  0.356
H  4.57  2.67  -0.86  0.331
H  3.70  3.64  0.35  0.341
H  -0.26  2.27  0.00  0.137
H  -1.68  3.24  -1.78  0.344
H  -1.00  3.09  -4.15  0.413
H  1.28  2.22  -4.72  0.377
H  2.89  1.72  -2.92  0.330

=====

C47H58Cl2N5O4PSYb as an isolated structure. Source: OMol25; level of theory: ωB97M-V/def2-TZVPD.

Charge = +1
Max |F| = 1.90 eV Å⁻¹
2S+1 = 2
E_tot = -5219.24409 Ha
Kohn-Sham gap = 0.3055 hartree
HOMO energy = -10.2820 eV

Each line ends with the Löwdin spin population.
CARTESIAN COORDINATES (ANGSTROEM)
Yb  0.72  0.34  0.09  1.000
O  -2.62  -1.28  -2.14  0.002
C  -1.54  -0.93  -1.68  0.001
N  -1.31  -0.04  -0.71  0.000
C  -2.50  0.46  -0.06  0.000
C  -2.25  0.84  1.37  0.000
C  -3.30  1.23  2.19  0.000
C  -3.05  1.55  3.51  0.000
C  -1.74  1.48  3.99  0.000
C  -0.75  1.09  3.10  0.000
N  -0.99  0.79  1.82  0.000
C  -0.28  -1.62  -2.18  0.000
C  -0.36  -2.44  -3.30  0.000
C  0.74  -3.20  -3.66  0.000
C  1.88  -3.15  -2.86  0.000
C  1.89  -2.29  -1.78  0.000
N  0.85  -1.52  -1.45  0.000
H  -3.30  -0.29  -0.11  0.000
H  -2.90  1.33  -0.60  0.000
H  -4.31  1.27  1.80  0.000
H  -3.86  1.85  4.17  0.000
H  -1.50  1.70  5.01  0.000
H  0.28  1.02  3.42  0.000
H  -1.29  -2.46  -3.85  0.000
H  0.71  -3.84  -4.53  0.000
H  2.74  -3.76  -3.07  0.000
H  2.77  -2.19  -1.15  0.000
C  6.72  2.47  5.58  0.000
C  5.88  1.80  4.53  0.000
C  6.38  1.60  3.25  0.000
C  5.60  1.02  2.26  0.000
C  4.31  0.63  2.57  0.000
C  3.79  0.80  3.85  0.000
C  4.58  1.37  4.82  0.000
S  3.25  0.04  1.29  0.000
O  3.99  -0.80  0.38  0.000
O  2.70  1.26  0.65  0.000
N  1.93  -0.63  1.85  -0.001
C  1.93  -1.98  2.22  0.000
C  2.96  -2.62  2.86  0.000
C  2.86  -3.97  3.23  0.000
C  1.72  -4.68  2.98  0.000
C  0.64  -4.06  2.32  0.000
C  -0.57  -4.73  2.02  0.000
C  -1.56  -4.06  1.37  0.000
C  -1.35  -2.72  0.99  0.000
N  -0.25  -2.06  1.25  0.000
C  0.74  -2.71  1.93  0.000
H  7.74  2.08  5.58  0.000
H  6.30  2.34  6.57  0.000
H  6.79  3.54  5.38  0.000
H  7.39  1.91  3.02  0.000
H  5.98  0.86  1.26  0.000
H  2.78  0.46  4.06  0.000
H  4.19  1.50  5.83  0.000
H  3.87  -2.07  3.08  0.000
H  3.69  -4.45  3.73  0.000
H  1.63  -5.72  3.27  0.000
H  -0.69  -5.77  2.31  0.000
H  -2.50  -4.54  1.12  0.000
H  -2.12  -2.19  0.45  0.000
Cl  0.24  1.56  -2.71  0.000
C  1.82  1.19  -3.42  0.000
Cl  2.86  0.68  -2.08  0.000
H  2.24  2.08  -3.88  0.000
H  1.71  0.38  -4.13  0.000
O  0.23  2.68  0.14  0.000
P  -0.03  4.16  0.32  0.000
C  0.45  4.73  2.03  0.000
C  1.55  3.87  2.66  0.000
C  2.95  4.28  2.20  0.000
C  3.21  5.76  2.48  0.000
C  2.16  6.62  1.77  0.000
C  0.75  6.22  2.21  0.000
C  -1.86  4.41  0.36  0.000
C  -2.33  5.80  0.80  0.000
C  -3.83  5.91  0.54  0.000
C  -4.13  5.92  -0.97  0.000
C  -3.07  5.15  -1.76  0.000
C  -2.55  3.96  -0.95  0.000
C  0.64  5.01  -1.16  0.000
C  2.08  4.60  -1.46  0.000
C  2.40  4.92  -2.93  0.000
C  1.77  6.26  -3.37  0.000
C  1.52  7.16  -2.16  0.000
C  0.47  6.54  -1.24  0.000
H  -0.48  4.51  2.55  0.000
H  1.38  2.83  2.44  0.000
H  1.49  4.00  3.75  0.000
H  3.04  4.08  1.13  0.000
H  3.69  3.66  2.70  0.000
H  4.21  6.04  2.16  0.000
H  3.15  5.93  3.56  0.000
H  2.27  6.48  0.69  0.000
H  2.32  7.67  1.99  0.000
H  0.01  6.83  1.69  0.000
H  0.65  6.44  3.28  0.000
H  -2.13  3.70  1.15  0.000
H  -1.81  6.59  0.23  0.000
H  -2.11  5.97  1.85  0.000
H  -4.23  6.82  1.01  0.000
H  -4.32  5.06  1.02  0.000
H  -4.17  6.95  -1.33  0.000
H  -5.12  5.49  -1.14  0.000
H  -2.24  5.81  -2.03  0.000
H  -3.49  4.78  -2.70  0.000
H  -1.87  3.34  -1.55  0.000
H  -3.41  3.34  -0.69  0.000
H  0.02  4.54  -1.94  0.000
H  2.23  3.54  -1.25  0.000
H  2.77  5.15  -0.82  0.000
H  2.01  4.12  -3.57  0.000
H  3.48  4.95  -3.06  0.000
H  0.82  6.08  -3.88  0.000
H  2.43  6.76  -4.08  0.000
H  1.17  8.15  -2.49  0.000
H  2.46  7.32  -1.63  0.000
H  -0.53  6.77  -1.63  0.000
H  0.54  7.00  -0.25  0.000

=====

C47H58F5N8OP2Ti as an isolated structure. Source: OMol25; level of theory: ωB97M-V/def2-TZVPD.

Charge = +1
Max |F| = 0.41 eV Å⁻¹
E_tot = -4370.47391 Ha
Kohn-Sham gap = 0.2703 hartree
HOMO energy = -10.2061 eV
Energy relative to the best compared isomer or geometry (same formula, charge and spin) = 30.3 kJ/mol

Each line ends with the Mulliken charge.
CARTESIAN COORDINATES (ANGSTROEM)
Ti  -0.01  -0.72  0.85  -0.185
C  -0.87  2.85  -2.17  -1.332
N  -0.73  1.78  -1.18  1.488
P  0.66  1.61  -0.25  1.830
C  0.69  2.96  0.96  0.979
C  -0.41  3.79  1.16  -0.851
C  -0.39  4.75  2.16  -0.626
C  0.73  4.87  2.97  -0.882
C  1.82  4.04  2.78  -0.689
C  1.81  3.09  1.78  -0.547
C  2.05  1.97  -1.36  1.651
C  2.56  3.25  -1.53  -1.106
C  3.53  3.50  -2.49  -0.867
C  4.00  2.46  -3.28  -0.653
C  3.51  1.17  -3.11  -1.253
C  2.53  0.93  -2.16  -0.512
P  -1.40  0.21  -1.35  0.940
C  -0.70  -0.52  -2.85  0.615
C  -0.78  0.08  -4.11  -0.628
C  -0.10  -0.47  -5.18  -0.932
C  0.66  -1.62  -5.02  -0.777
C  0.73  -2.23  -3.78  -0.628
C  0.05  -1.68  -2.70  -1.404
C  -3.13  0.54  -1.78  0.874
C  -3.76  -0.13  -2.82  -0.902
C  -5.11  0.09  -3.08  -0.617
C  -5.83  0.98  -2.29  -0.685
C  -5.20  1.66  -1.26  -0.843
C  -3.86  1.45  -1.01  -0.838
H  -0.61  3.81  -1.72  0.411
H  -1.91  2.91  -2.50  0.489
H  -0.22  2.69  -3.04  0.198
H  -1.29  3.68  0.53  0.176
H  -1.24  5.40  2.30  0.453
H  0.74  5.62  3.75  0.399
H  2.69  4.14  3.42  0.477
H  2.67  2.44  1.64  0.316
H  2.19  4.07  -0.92  0.480
H  3.91  4.50  -2.62  0.419
H  4.76  2.65  -4.03  0.446
H  3.88  0.36  -3.72  0.554
H  2.14  -0.08  -2.05  0.190
H  -1.39  0.96  -4.26  0.548
H  -0.16  0.00  -6.16  0.483
H  1.19  -2.04  -5.86  0.429
H  1.30  -3.14  -3.65  0.534
H  0.10  -2.19  -1.74  0.879
H  -3.21  -0.82  -3.44  0.162
H  -5.59  -0.43  -3.89  0.488
H  -6.88  1.15  -2.49  0.421
H  -5.76  2.36  -0.65  0.485
H  -3.37  1.98  -0.20  0.372
C  -4.59  -1.98  0.53  0.105
N  -3.41  -2.84  0.33  1.107
C  -3.55  -4.00  1.22  -1.042
N  -4.78  -4.75  0.97  0.113
C  -5.91  -3.85  1.16  -0.736
N  -5.84  -2.68  0.26  0.142
C  -5.80  -3.17  -1.12  -0.494
N  -4.67  -4.07  -1.36  0.095
C  -3.44  -3.34  -1.05  -0.359
C  -4.77  -5.19  -0.43  -0.757
H  -4.52  -1.12  -0.14  -0.852
H  -4.59  -1.63  1.56  0.299
H  -3.54  -3.66  2.25  0.174
H  -2.69  -4.66  1.07  0.338
H  -5.92  -3.50  2.19  0.348
H  -6.84  -4.39  0.96  0.369
H  -5.73  -2.32  -1.79  0.066
H  -6.73  -3.71  -1.33  0.385
H  -3.35  -2.49  -1.74  -0.389
H  -2.59  -4.00  -1.21  0.296
H  -3.92  -5.86  -0.59  0.364
H  -5.69  -5.75  -0.63  0.357
C  -1.22  1.25  4.04  -1.728
C  -1.93  0.31  3.06  1.545
C  -2.47  -0.92  3.80  -1.613
C  -3.06  1.05  2.35  -0.909
N  -0.99  -0.16  2.06  0.288
H  -1.95  1.74  4.68  0.459
H  -0.66  2.02  3.50  0.205
H  -0.53  0.71  4.69  0.426
H  -3.22  -0.62  4.54  0.457
H  -1.67  -1.45  4.32  0.344
H  -2.93  -1.61  3.09  0.090
H  -3.82  1.35  3.07  0.630
H  -3.52  0.41  1.60  -0.100
H  -2.67  1.94  1.87  -0.018
C  7.14  0.46  -1.80  -0.926
C  7.50  0.34  -0.32  -0.933
N  6.36  0.56  0.56  0.263
C  6.25  1.85  1.22  -0.198
C  6.16  3.01  0.24  -1.223
C  5.50  -0.48  0.72  0.099
O  5.62  -1.54  0.13  -0.662
C  4.32  -0.32  1.65  -0.235
C  4.42  -0.14  3.03  0.357
C  3.26  -0.11  3.78  -1.477
C  2.04  -0.24  3.14  -0.284
N  1.94  -0.42  1.83  1.398
C  3.06  -0.48  1.10  -1.036
H  8.01  0.24  -2.41  0.452
H  6.79  1.46  -2.04  0.144
H  6.36  -0.26  -2.04  0.263
H  8.27  1.05  -0.04  0.456
H  7.88  -0.67  -0.12  0.465
H  7.12  1.99  1.88  0.193
H  5.37  1.85  1.85  0.193
H  7.07  3.12  -0.35  0.429
H  6.01  3.94  0.78  0.457
H  5.32  2.87  -0.44  0.175
H  5.39  -0.04  3.50  0.543
H  3.29  0.01  4.86  0.562
H  1.11  -0.20  3.69  0.203
H  2.95  -0.66  0.04  0.501
F  -0.55  -3.68  -0.02  -0.178
C  0.10  -2.90  0.89  1.142
F  1.43  -2.78  0.37  -0.309
C  0.24  -3.72  2.16  0.446
F  0.69  -4.95  1.97  -0.299
F  -0.95  -3.81  2.78  -0.186
F  1.09  -3.11  3.01  -0.226